1.
Computed, not measured: a cluster of 2 separate species, C9H25N4O in total, with the ωB97M-V functional and the def2-TZVPD basis.

## Properties
HOMO ... -0.4751 hartree
Energy above the lowest of the compared OMol25 structures with the same formula, charge and spin ... 0.00 kcal per mole
Total energy ... -651.9176 Ha
Largest force on an atom ... 5.5 eV Å⁻¹
Molecular weight ... 205.33 u
Gap between HOMO and LUMO ... 10.716 eV
Net charge ... +1

Each line ends with the Mulliken charge.
Atoms and positions in Å:
C (3.0312, 2.8052, -2.7697)  -1.01
C (-1.9137, -1.0364, 2.0945)  -2.10
C (-1.7299, 2.1139, 1.9686)  -1.29
C (2.8996, 1.3053, -2.4942)  -0.69
C (-1.5383, -3.1818, -0.6477)  -0.64
C (-1.5224, -1.7049, -1.1710)  -0.43
C (-1.6289, -0.1485, 0.9011)  0.35
C (-0.8321, 1.2190, 1.1626)  -0.10
C (1.9608, 0.8946, -1.3456)  0.63
N (-0.4964, -3.3348, 0.3853)  -0.58
N (0.3839, 0.8985, 1.8842)  -0.62
N (2.4285, 0.6915, -0.1211)  -0.30
N (-0.7688, -0.8695, -0.1453)  0.08
O (0.7859, 0.5946, -1.6527)  -0.79
H (3.6781, 2.7669, -3.7096)  0.28
H (3.5676, 3.3298, -1.9325)  0.28
H (2.0847, 3.1169, -3.0174)  0.39
H (-2.5316, -1.8791, 1.8372)  0.35
H (-1.0033, -1.3612, 2.4767)  0.60
H (-2.4630, -0.5526, 2.8492)  0.49
H (-1.0032, 2.9428, 2.2064)  0.40
H (-1.9602, 1.5343, 2.9102)  0.30
H (-2.6188, 2.4187, 1.3060)  0.33
H (2.6745, 0.6703, -3.3818)  0.31
H (3.9536, 1.1608, -2.2596)  0.32
H (-2.4603, -3.6358, -0.2931)  0.28
H (-1.2453, -3.7373, -1.5141)  0.42
H (-2.4259, -1.0744, -1.2865)  0.37
H (-0.9189, -1.8404, -2.0622)  0.26
H (-2.5515, 0.1282, 0.4916)  0.45
H (-0.0488, -4.2186, 0.2959)  0.27
H (-0.9531, -3.5006, 1.3095)  0.23
H (0.1377, 0.8243, 2.8835)  0.24
H (1.0068, 1.6274, 1.7966)  0.38
H (3.3876, 0.8218, 0.1841)  0.19
H (1.8031, 0.4423, 0.6473)  0.32
H (-0.3955, -1.8515, 0.3978)  0.66
H (-0.1447, -0.1646, -0.4531)  -0.03
H (-0.6291, 1.7849, 0.2688)  0.41



2.
Computed, not measured: a cluster of 2 separate species, C9H25NO4Si in total, with the ωB97M-V functional and the def2-TZVPD basis.

## Properties
HOMO ... -0.3323 hartree
Structure (SMILES) ... N[SiH2]CCCO.COCCOCCOC
Total energy ... -1003.0598 Ha
Largest force on an atom ... 0.2 eV Å⁻¹
Molecular weight ... 239.39 u
Gap between HOMO and LUMO ... 9.783 eV

Each line ends with the Mulliken charge.
Atoms and positions in Å:
N (6.5274, 0.0728, 3.5192)  -0.51
Si (6.4497, 0.6624, 1.8921)  0.34
C (4.9638, 1.7462, 1.4922)  -0.93
C (3.6928, 1.4503, 2.2904)  -0.38
C (3.1235, 0.0575, 2.0223)  -0.53
O (1.7052, 0.1531, 2.0082)  -0.46
H (6.3351, 0.6919, 4.2939)  0.25
H (6.1074, -0.8262, 3.7074)  0.25
H (6.4562, -0.5481, 1.0371)  -0.12
H (7.6729, 1.4537, 1.6159)  -0.18
H (4.7585, 1.6296, 0.4204)  0.39
H (5.2578, 2.7932, 1.6148)  0.39
H (2.9016, 2.1578, 2.0297)  0.36
H (3.8776, 1.5754, 3.3600)  0.25
H (3.5013, -0.3137, 1.0603)  0.35
H (3.4453, -0.6534, 2.7933)  0.24
H (1.3255, -0.6880, 1.7360)  0.29
C (-1.4565, 0.2103, 0.9751)  -0.68
O (-2.1815, -0.8015, 0.3101)  -0.32
C (-3.5778, -0.8112, 0.5358)  -0.62
C (-4.3558, -0.7875, -0.7644)  -0.31
O (-4.2096, 0.4286, -1.4796)  -0.38
C (-3.0866, 0.5275, -2.3402)  -0.26
C (-3.3369, -0.0519, -3.7177)  -0.62
O (-3.5000, -1.4568, -3.6734)  -0.34
C (-4.6642, -1.9540, -4.2936)  -0.74
H (-1.1202, -0.1131, 1.9661)  0.27
H (-0.5805, 0.4514, 0.3734)  0.17
H (-2.0527, 1.1196, 1.0962)  0.39
H (-3.8730, 0.0436, 1.1528)  0.37
H (-3.8554, -1.7253, 1.0765)  0.35
H (-5.4149, -0.8444, -0.4986)  0.34
H (-4.0985, -1.6520, -1.3783)  0.24
H (-2.1951, 0.0827, -1.8956)  0.21
H (-2.9169, 1.5990, -2.4766)  0.33
H (-2.4735, 0.1967, -4.3486)  0.34
H (-4.2202, 0.4238, -4.1573)  0.37
H (-5.5104, -1.2720, -4.1646)  0.35
H (-4.9099, -2.9065, -3.8249)  0.24
H (-4.5118, -2.1215, -5.3657)  0.30



3.
Computed, not measured: a structure of composition C9H26N2O7V, with the ωB97M-V functional and the def2-TZVPD basis.

## Properties
HOMO (alpha / beta) ... -0.4279 / -0.4600 hartree
Total energy ... -1938.3324 Ha
Largest force on an atom ... 4.1 eV Å⁻¹
Spin multiplicity ... 3
Molecular weight ... 325.26 u
Gap between HOMO and LUMO (alpha / beta) ... 7.721 / 8.294 eV
Net charge ... +1

Each line ends with the Mulliken charge.
Atoms and positions in Å:
O (-2.8044, -1.2305, -1.7829)  -0.91
H (-2.4997, -2.1469, -1.9057)  0.27
V (-0.7620, -0.6828, -1.1228)  0.88
N (0.9687, 0.7176, -0.4214)  0.36
N (-0.8473, 0.9271, -2.1685)  0.42
O (1.7495, 0.8689, 0.7442)  -0.49
O (-1.9470, 0.9835, -3.1322)  -0.51
C (0.8859, 1.9369, -1.0009)  0.78
C (-0.1611, 2.0492, -1.9481)  -0.02
C (1.7121, 3.1111, -0.5569)  -1.28
C (-0.5210, 3.2385, -2.7313)  -1.60
H (2.7914, 2.9600, -0.7212)  0.32
H (1.5853, 3.3523, 0.5144)  0.25
H (1.4875, 4.0209, -1.1381)  0.42
H (-1.4075, 2.9928, -3.3221)  0.44
H (0.2772, 3.3917, -3.4629)  0.36
H (-0.6417, 4.1273, -2.0981)  0.39
H (2.6270, 0.4425, 0.5042)  0.52
H (-2.3116, 0.0578, -2.9311)  0.42
O (-1.9059, 0.4809, 0.4321)  -0.43
H (-1.3963, 0.4306, 1.2778)  0.39
H (-2.3198, 1.3100, 0.3065)  0.25
C (0.4821, -1.6808, -2.1820)  -1.24
H (-0.0284, -2.5983, -2.0123)  0.40
H (1.5232, -1.4780, -1.8399)  0.25
H (0.2500, -1.3661, -3.1824)  0.36
O (3.9523, -0.2886, 0.4967)  -0.54
H (4.7286, -0.0574, -0.0611)  0.28
H (4.2949, -0.8084, 1.2213)  0.28
C (-2.3690, -2.5520, 0.8872)  -0.91
O (-1.0166, -2.1817, 0.5078)  -0.05
C (-0.0375, -2.6775, 1.4909)  -0.73
C (0.0724, -1.8091, 2.7356)  -0.58
O (-0.2207, -0.4569, 2.4060)  -0.14
C (0.1681, 0.5357, 3.3474)  -0.79
H (-3.0069, -2.0318, 0.1764)  0.33
H (-2.5643, -2.2273, 1.9204)  0.33
H (-2.4761, -3.6320, 0.7176)  0.30
H (-0.3375, -3.7104, 1.7560)  0.38
H (0.9138, -2.6816, 0.9456)  0.27
H (-0.6907, -2.1526, 3.4472)  0.39
H (1.0922, -1.9305, 3.1376)  0.39
H (0.0320, 1.5028, 2.8475)  0.20
H (-0.5302, 0.5158, 4.1980)  0.29
H (1.2087, 0.4272, 3.7032)  0.32



4.
Computed, not measured: a structure of composition C9H27As2F12N7O5Tl, with the ωB97M-V functional and the def2-TZVPD basis.

## Properties
HOMO (alpha / beta) ... -0.3644 / -0.3639 hartree
Total energy ... -6961.2321 Ha
Largest force on an atom ... 7.4 eV Å⁻¹
Spin multiplicity ... 2
Molecular weight ... 895.56 u
Gap between HOMO and LUMO (alpha / beta) ... 9.927 / 4.907 eV

Each line ends with the Mulliken charge.
Atoms and positions in Å:
Tl (-0.5346, 0.4750, -0.2385)  1.15
As (-0.4911, -4.2521, 0.3928)  1.95
F (1.2900, -4.1114, 0.6652)  -0.51
F (-0.2729, -4.1837, -1.3754)  -0.50
F (-2.3158, -4.3548, 0.2219)  -0.59
F (-0.7424, -4.1978, 2.1476)  -0.55
F (-0.5461, -2.4621, 0.3193)  -0.39
F (-0.3304, -6.0230, 0.3459)  -0.46
As (3.0813, 3.1695, 0.7141)  1.91
F (4.3252, 4.4000, 1.1276)  -0.49
F (3.0539, 3.7771, -0.9525)  -0.50
F (1.7886, 1.9887, 0.2850)  -0.37
F (3.0464, 2.5274, 2.4704)  -0.52
F (1.8154, 4.3797, 1.1603)  -0.51
F (4.3398, 1.9880, 0.2585)  -0.47
C (0.8442, 1.8865, -3.4940)  -0.84
O (0.9295, 0.6284, -2.7894)  -0.09
C (2.0712, -0.1667, -3.2628)  -0.76
C (1.8732, -1.4801, -2.4959)  -0.88
N (1.8007, -1.4111, -1.0024)  0.31
C (3.1121, -1.1172, -0.4668)  -0.67
C (3.0617, -0.9768, 1.0052)  -1.03
O (1.7870, -0.3960, 1.4838)  0.12
C (1.6326, -0.4633, 2.9325)  -0.73
H (-0.1309, 2.3718, -3.4506)  0.24
H (1.0494, 1.8671, -4.5643)  0.40
H (1.6070, 2.5383, -3.0683)  0.20
H (3.0022, 0.3990, -3.2273)  0.44
H (1.9248, -0.3499, -4.3273)  0.45
H (2.5521, -2.2878, -2.7692)  0.58
H (0.8903, -1.8316, -2.8098)  0.33
H (1.7100, -2.3873, -0.7597)  0.12
H (3.3081, -0.1118, -0.8392)  0.49
H (3.8446, -1.8451, -0.8156)  0.40
H (3.9775, -0.4731, 1.3145)  0.39
H (3.0917, -1.9812, 1.4277)  0.60
H (1.8693, -1.4176, 3.4031)  0.34
H (0.5514, -0.3689, 3.0338)  0.10
H (2.2125, 0.3015, 3.4492)  0.21
C (-2.5204, -1.1862, 2.8445)  0.41
O (-1.6172, -0.6938, 2.2104)  -0.32
N (-2.5630, -2.3880, 3.3307)  -0.34
N (-3.5160, -0.5635, 3.3376)  -0.42
H (-1.9433, -2.9858, 2.8027)  0.26
H (-3.3768, -2.6777, 3.8540)  0.16
H (-3.6606, 0.3850, 3.0221)  0.24
H (-4.2508, -1.0125, 3.8653)  0.13
C (-0.6257, 4.4085, -1.1196)  0.56
O (-0.4709, 3.2165, -1.1168)  -0.51
N (0.3055, 5.2161, -1.4908)  -0.30
N (-1.7325, 5.0619, -0.8270)  -0.43
H (1.2785, 4.9454, -1.4811)  0.19
H (0.0658, 6.1937, -1.4071)  0.14
H (-1.7220, 6.0568, -1.0004)  0.11
H (-2.5232, 4.5897, -0.4123)  0.21
C (-4.2263, -1.2521, -0.3404)  0.59
O (-3.2248, -0.5773, -0.4546)  -0.53
N (-4.1627, -2.5738, -0.1658)  -0.32
N (-5.4617, -0.8562, -0.3167)  -0.44
H (-3.2770, -3.0583, -0.1347)  0.20
H (-5.0346, -3.0052, 0.1060)  0.16
H (-6.2822, -1.4418, -0.2541)  0.15
H (-5.5377, 0.1509, -0.3013)  0.25



5.
Computed, not measured: a structure of composition C9H27HgN2O7, with the ωB97M-V functional and the def2-TZVPD basis.

## Properties
HOMO ... -0.1243 hartree
Energy above the lowest of the compared OMol25 structures with the same formula, charge and spin ... 28.99 kcal per mole
Total energy ... -1148.5751 Ha
Largest force on an atom ... 5.7 eV Å⁻¹
Molecular weight ... 475.91 u
Gap between HOMO and LUMO ... 6.039 eV
Net charge ... -1

Each line ends with the Mulliken charge.
Atoms and positions in Å:
Hg (-0.3324, -0.5022, -0.2684)  2.21
C (-4.0205, -1.0372, -2.1131)  -0.84
C (-3.3608, -2.0472, -1.1062)  -0.45
O (-2.4244, -1.5296, -0.1668)  -0.83
H (-4.8561, -1.5738, -2.5624)  0.42
H (-3.3903, -0.9614, -2.9992)  0.19
H (-4.2761, -0.0408, -1.7525)  0.12
H (-3.0285, -2.9785, -1.5648)  0.26
H (-4.2342, -2.2441, -0.4844)  0.23
C (2.8199, -4.1415, 0.5400)  -1.33
C (2.4147, -2.7033, 0.1730)  0.12
O (1.0678, -2.3883, -0.1125)  -0.79
H (2.2979, -4.4593, 1.4426)  0.30
H (3.8785, -4.2969, 0.7480)  0.37
H (2.5819, -4.7553, -0.3288)  0.31
H (3.0101, -2.2804, -0.6361)  0.11
H (2.8056, -2.1826, 1.0472)  -0.06
C (3.8546, 1.0018, -1.0752)  -1.10
C (2.4538, 1.4280, -1.5425)  -0.36
O (1.4220, 1.1221, -0.6370)  -0.77
H (4.6149, 1.4036, -1.7449)  0.42
H (3.8889, -0.0830, -1.1762)  0.15
H (4.2339, 1.2621, -0.0870)  0.26
H (2.2468, 1.0265, -2.5345)  0.19
H (2.5563, 2.5077, -1.6522)  0.19
C (-2.7481, 3.3342, 0.4732)  -0.65
C (-1.8328, 2.1845, 0.8266)  -0.30
O (-1.2973, 1.6259, -0.3444)  -0.22
O (-3.7790, 3.0129, -0.4452)  -0.42
H (-2.1591, 4.1098, -0.0163)  0.33
H (-3.0599, 3.6923, 1.4544)  0.35
H (-2.3040, 1.3802, 1.3915)  0.29
H (-1.0484, 2.4751, 1.5255)  0.22
H (-0.9222, 2.3179, -0.8940)  0.15
H (-4.4089, 3.7347, -0.3833)  0.26
C (0.7522, 0.1863, 2.7944)  0.53
O (0.1643, -0.2990, 1.8743)  -0.70
N (0.2269, 0.7871, 3.8161)  -0.41
N (2.0768, 0.2077, 2.9523)  -0.40
H (-0.7754, 0.8439, 3.9269)  0.25
H (0.7485, 0.8002, 4.6809)  0.15
H (2.5411, -0.2829, 2.2014)  0.20
H (2.6090, 0.6804, 3.6688)  0.15
O (-0.4063, -0.2533, -2.6124)  -0.53
H (0.1832, 0.4607, -2.8552)  0.21
H (-0.7847, -0.5448, -3.4419)  0.22



6.
Computed, not measured: a structure of composition C9H28FFeO5S4, with the ωB97M-V functional and the def2-TZVPD basis.

## Properties
HOMO (alpha / beta) ... -0.4104 / -0.3526 hartree
Energy above the lowest of the compared OMol25 structures with the same formula, charge and spin ... 20.94 kcal per mole
Total energy ... -3691.9742 Ha
Largest force on an atom ... 2.0 eV Å⁻¹
Spin multiplicity ... 5
Molecular weight ... 419.43 u
Gap between HOMO and LUMO (alpha / beta) ... 9.330 / 7.752 eV
Net charge ... +1

Each line ends with the Mulliken charge.
Atoms and positions in Å:
Fe (20.7371, -14.3169, -9.1013)  0.91
F (19.3527, -15.4301, -9.9988)  -0.87
C (23.3018, -15.9893, -9.2791)  -0.36
O (21.9838, -16.0241, -8.7723)  -0.31
H (23.7361, -15.0016, -9.1996)  -0.09
H (23.9624, -16.6682, -8.7298)  0.33
H (23.3897, -16.2840, -10.3297)  0.27
H (21.6997, -16.9441, -8.7757)  0.27
C (18.9821, -14.5730, -4.6344)  -1.01
S (19.6969, -15.4583, -6.0490)  0.34
O (19.9877, -14.4817, -7.1529)  -0.24
C (18.1922, -16.3033, -6.5412)  -0.95
H (19.7995, -14.0607, -4.1321)  0.33
H (18.5778, -15.3128, -3.9401)  0.44
H (18.1560, -13.9001, -4.8633)  0.28
H (18.2678, -16.8412, -7.4854)  0.33
H (17.4075, -15.5605, -6.7028)  0.25
H (17.9093, -16.9955, -5.7483)  0.44
C (23.1369, -13.2410, -13.0478)  -0.97
S (21.5558, -13.6094, -12.2085)  0.34
O (21.8063, -13.6634, -10.7210)  -0.21
C (20.7574, -12.0033, -12.5097)  -0.81
H (23.7296, -14.1421, -12.9519)  0.33
H (23.5445, -12.3368, -12.6064)  0.27
H (22.8407, -12.9798, -14.0630)  0.45
H (21.3977, -11.2417, -12.0598)  0.30
H (19.7880, -12.0136, -12.0197)  0.09
H (20.6283, -11.7997, -13.5713)  0.51
C (24.3198, -12.0070, -9.2436)  -0.78
S (23.1285, -12.0429, -7.8652)  0.33
O (22.1142, -13.1330, -8.1015)  -0.19
C (24.3208, -12.7356, -6.6496)  -1.09
H (24.2420, -12.9324, -9.8058)  0.05
H (25.3457, -11.9733, -8.8855)  0.47
H (24.0861, -11.1615, -9.8825)  0.35
H (24.4870, -13.7865, -6.8833)  0.31
H (23.9103, -12.6324, -5.6472)  0.34
H (25.2687, -12.2021, -6.6779)  0.45
C (17.5135, -12.2789, -7.8294)  -0.64
S (18.9588, -11.4533, -8.5371)  0.37
O (19.6825, -12.5575, -9.2591)  -0.35
C (18.0612, -10.5350, -9.8196)  -1.04
H (16.6823, -11.5880, -7.7188)  0.54
H (17.8597, -12.6893, -6.8820)  -0.16
H (17.2719, -13.1264, -8.4714)  0.30
H (18.8320, -10.2279, -10.5259)  0.30
H (17.5700, -9.6630, -9.3931)  0.44
H (17.3398, -11.1816, -10.3156)  0.33